Density functional theory data (wB97M-V/def2-TZVPD) for a 2-piece molecular cluster, C37H51BO2 overall.

The spin multiplicity is 1. Its electronic energy is -43967.0253 eV. Its maximum force is 0.02926 hartree/bohr. Its orbital gap is 3.04 eV. Its LUMO energy is -0.119 Eh. The HOMO energy is -6.3 eV. Its energy relative to the best compared isomer or geometry (same formula, charge and spin) is 0.2 kcal/mol.

XYZ file:
```
91
C37H51BO2 (wB97M-V/def2-TZVPD)
C -0.268 -6.234 -3.493
C 0.229 -4.809 -3.758
C 0.899 -4.731 -5.132
O -0.869 -3.890 -3.740
B -0.245 -2.588 -3.331
C -0.122 -1.638 -4.614
C 0.911 -0.739 -4.724
C 0.967 0.114 -5.808
C -0.016 0.062 -6.778
C -1.052 -0.844 -6.662
C -1.103 -1.695 -5.576
C -1.197 -1.846 -2.238
C -0.632 -0.592 -1.705
C 0.458 -0.569 -0.965
O 1.106 -2.839 -2.728
C 1.207 -4.264 -2.625
C 0.714 -4.683 -1.238
C 2.662 -4.703 -2.819
H 0.561 -6.938 -3.443
H -0.825 -6.290 -2.561
H -0.935 -6.554 -4.291
H 1.723 -5.437 -5.213
H 0.180 -4.956 -5.918
H 1.282 -3.728 -5.308
H 1.663 -0.708 -3.953
H 1.776 0.822 -5.896
H 0.027 0.726 -7.627
H -1.822 -0.887 -7.416
H -1.904 -2.408 -5.467
H -2.146 -1.687 -2.755
H -1.367 -2.567 -1.440
H -1.118 0.338 -1.961
H 0.877 0.347 -0.592
H 0.974 -1.480 -0.728
H 0.818 -5.756 -1.088
H 1.282 -4.174 -0.463
H -0.334 -4.420 -1.114
H 2.753 -5.788 -2.798
H 3.060 -4.340 -3.765
H 3.285 -4.296 -2.025
C 3.160 2.899 7.123
C 2.706 3.029 5.708
C 1.755 3.964 5.356
C 1.290 4.102 4.055
C 0.292 5.191 3.831
C 1.790 3.256 3.052
C 1.351 3.360 1.592
C 1.811 4.667 0.943
C -0.157 3.103 1.357
C -0.630 1.752 1.754
C -1.944 1.310 1.828
C -2.200 -0.006 2.362
C -1.095 -0.856 2.894
C -3.490 -0.477 2.453
C -4.582 0.278 2.046
C -5.959 -0.286 2.117
C -4.355 1.561 1.562
C -3.093 2.097 1.436
C -3.007 3.492 0.919
C 2.778 2.319 3.398
C 3.418 1.438 2.380
C 3.215 2.222 4.711
H 3.915 2.119 7.231
H 3.594 3.830 7.489
H 2.325 2.640 7.776
H 1.372 4.614 6.123
H 0.030 5.331 2.787
H -0.630 4.992 4.378
H 0.682 6.143 4.192
H 1.863 2.551 1.047
H 2.889 4.794 1.048
H 1.569 4.690 -0.121
H 1.337 5.534 1.399
H -0.732 3.848 1.905
H -0.374 3.257 0.294
H 0.146 1.060 2.019
H -1.478 -1.791 3.306
H -0.377 -1.114 2.114
H -0.566 -0.341 3.698
H -3.667 -1.454 2.868
H -6.700 0.417 1.733
H -6.032 -1.199 1.523
H -6.236 -0.530 3.144
H -5.207 2.153 1.278
H -3.983 3.857 0.594
H -2.658 4.177 1.690
H -2.351 3.559 0.053
H 4.169 0.788 2.833
H 2.684 0.793 1.895
H 3.923 2.032 1.617
H 3.977 1.507 4.965
```

=====

Density functional theory data (wB97M-V/def2-TZVPD) for C37H51BrN6O6PSSr as an isolated structure.

The spin multiplicity is 1. Its electronic energy is -151424.6353 eV. Its maximum force is 0.06426 hartree/bohr. Its orbital gap is 7.92 eV. Its LUMO energy is -0.091 Eh. The HOMO energy is -10.4 eV. Its energy relative to the best compared isomer or geometry (same formula, charge and spin) is 25.2 kcal/mol. As for the charge: +1.

XYZ file:
```
104
C37H51BrN6O6PSSr (wB97M-V/def2-TZVPD)
Sr -1.999 0.697 0.869
C -0.495 4.208 1.323
O -0.526 2.922 2.005
C -0.691 3.028 3.378
C -0.679 1.674 3.997
O -1.714 0.904 3.425
C -1.948 -0.360 4.105
C -3.349 -0.756 3.724
O -3.411 -1.064 2.341
C -4.618 -1.818 1.987
H -1.396 4.766 1.320
H -0.357 3.948 0.266
H 0.351 4.785 1.681
H -1.603 3.547 3.552
H 0.129 3.589 3.777
H -0.846 1.698 5.064
H 0.243 1.165 3.785
H -1.902 -0.216 5.238
H -1.258 -1.070 3.725
H -4.088 -0.053 4.049
H -3.678 -1.656 4.231
H -4.675 -2.777 2.427
H -4.709 -1.869 0.946
H -5.437 -1.251 2.417
N -1.911 -2.148 -3.256
C -1.581 -3.534 -2.992
C -1.011 -4.371 -3.960
C -0.792 -5.689 -3.584
C -1.037 -6.143 -2.278
C -1.588 -5.280 -1.354
C -1.825 -3.930 -1.701
S -2.609 -2.826 -0.565
N -1.800 -1.315 -1.024
C -1.657 -1.171 -2.301
C -1.130 0.150 -2.814
C -0.448 0.238 -4.022
C 0.209 1.448 -4.340
C 0.223 2.467 -3.412
C -0.422 2.213 -2.177
N -1.076 1.108 -1.881
H -1.951 -1.891 -4.230
H -0.793 -4.069 -4.957
H -0.354 -6.328 -4.375
H -0.855 -7.137 -1.943
H -1.802 -5.627 -0.361
H -0.399 -0.467 -4.819
H 0.815 1.606 -5.206
H 0.688 3.404 -3.569
H -0.401 2.995 -1.415
Br -3.872 1.979 -5.937
C -3.408 3.042 -4.408
C -3.012 4.311 -4.548
C -2.685 4.971 -3.373
C -2.889 4.383 -2.158
C -3.483 3.104 -2.007
C -3.712 2.419 -3.212
C -3.508 2.408 -0.676
O -3.147 3.062 0.342
O -3.796 1.169 -0.668
H -2.912 4.849 -5.544
H -2.334 5.956 -3.462
H -2.532 4.836 -1.207
H -4.051 1.385 -3.104
O 0.436 0.116 1.493
P 1.869 -0.262 1.259
N 2.172 -1.201 -0.126
C 1.651 -2.566 -0.114
C 2.011 -3.106 -1.560
C 1.840 -1.883 -2.417
C 2.230 -0.715 -1.538
N 2.784 1.031 0.932
C 2.619 2.339 1.610
C 3.806 3.180 1.108
C 4.881 2.137 0.858
C 4.104 1.002 0.271
N 2.462 -1.116 2.535
C 1.686 -1.863 3.551
C 2.852 -2.366 4.488
C 3.991 -2.631 3.516
C 3.890 -1.421 2.608
H 0.554 -2.605 0.104
H 2.193 -3.255 0.582
H 1.353 -3.892 -1.893
H 3.015 -3.448 -1.609
H 0.734 -1.806 -2.569
H 2.454 -1.863 -3.363
H 1.657 0.229 -1.730
H 3.238 -0.430 -1.660
H 2.726 2.159 2.663
H 1.607 2.744 1.452
H 4.191 3.895 1.815
H 3.491 3.684 0.193
H 5.397 1.897 1.817
H 5.610 2.500 0.124
H 4.548 0.030 0.338
H 3.995 1.168 -0.839
H 1.210 -2.754 3.117
H 0.958 -1.234 4.018
H 2.536 -3.216 5.116
H 3.165 -1.559 5.194
H 3.813 -3.558 2.876
H 4.964 -2.712 3.924
H 4.382 -1.632 1.639
H 4.431 -0.634 3.082
```

=====

Density functional theory data (wB97M-V/def2-TZVPD) for C37H51N2O2P2TcTe4 as an isolated structure.

The spin multiplicity is 4. Its electronic energy is -96215.3320 eV. Its maximum force is 0.07167 hartree/bohr. Its orbital gap (spin up / spin down) is 6.52 / 6.47 eV. Its LUMO energy (spin up / spin down) is -0.103 / -0.115 Eh. The HOMO energy (spin up / spin down) is -9.3 / -9.6 eV. Its energy relative to the best compared isomer or geometry (same formula, charge and spin) is 8.6 kcal/mol. As for the charge: +1.

XYZ file:
```
99
C37H51N2O2P2TcTe4 (wB97M-V/def2-TZVPD)
Tc -2.971 5.696 21.529
O -2.178 4.916 24.203
C -3.115 4.896 23.298
C -4.319 4.082 23.710
C -4.707 3.792 25.018
C -5.672 2.822 25.167
C -6.279 2.186 24.121
C -5.949 2.525 22.862
C -4.987 3.450 22.627
P -4.224 3.708 21.059
C -3.205 2.185 20.892
C -3.769 0.919 20.971
C -3.025 -0.193 20.737
C -1.675 -0.059 20.556
C -1.041 1.202 20.476
C -1.851 2.295 20.623
C -5.562 3.565 19.828
C -6.710 4.310 19.964
C -7.741 4.220 19.020
C -7.568 3.437 17.913
C -6.410 2.729 17.744
C -5.397 2.773 18.694
H -4.402 4.421 25.869
H -6.030 2.560 26.175
H -7.081 1.497 24.223
H -6.446 1.998 21.996
H -4.747 0.822 21.160
H -3.407 -1.225 20.804
H -1.053 -1.002 20.506
H 0.052 1.224 20.160
H -1.545 3.250 20.404
H -6.886 4.871 20.887
H -8.571 4.966 19.035
H -8.308 3.391 17.171
H -6.190 2.210 16.819
H -4.469 2.256 18.561
Te -3.658 8.207 22.393
Te -2.612 8.172 24.862
Te -0.120 7.960 23.992
Te -0.508 5.392 23.045
O -2.617 6.438 19.528
P -2.804 6.857 18.072
C -2.912 5.205 17.182
C -1.825 4.367 17.797
C -0.773 3.923 16.842
C -1.410 3.119 15.728
C -2.737 3.715 15.205
C -2.867 5.156 15.632
C -4.408 7.749 17.829
C -5.392 7.058 18.792
C -6.809 7.490 18.578
C -7.223 7.053 17.157
C -6.025 6.895 16.199
C -4.961 7.960 16.421
C -1.339 7.821 17.542
C -0.616 8.519 18.670
C -1.348 9.739 19.148
C -1.613 10.778 18.081
C -2.221 10.201 16.838
C -1.588 8.811 16.411
H -3.851 4.745 17.459
H -2.363 3.518 18.255
H -1.319 4.893 18.610
H -0.034 3.313 17.355
H -0.188 4.768 16.390
H -1.452 2.049 16.055
H -0.739 2.975 14.873
H -3.657 3.124 15.603
H -2.794 3.608 14.101
H -3.613 5.768 15.174
H -1.903 5.691 15.328
H -4.120 8.753 18.287
H -5.137 7.286 19.849
H -5.332 5.963 18.704
H -6.890 8.610 18.813
H -7.551 7.178 19.329
H -7.829 7.805 16.703
H -7.762 6.125 17.096
H -6.422 7.023 15.212
H -5.568 5.864 16.279
H -5.416 8.942 16.367
H -4.203 7.802 15.590
H -0.633 7.083 17.164
H 0.416 8.907 18.338
H -0.344 7.829 19.504
H -0.837 10.239 20.001
H -2.298 9.482 19.693
H -0.625 11.177 17.863
H -2.208 11.616 18.388
H -2.091 10.956 16.075
H -3.269 9.998 16.945
H -0.662 8.994 15.883
H -2.236 8.365 15.630
N 1.216 6.131 21.187
N 0.701 5.576 19.939
H 1.386 7.121 21.149
H 2.062 5.609 21.367
H 1.179 6.056 19.182
H -0.272 5.660 19.930
```

=====

Density functional theory data (wB97M-V/def2-TZVPD) for C37H52BN4O2P2RuS2 as an isolated structure.

The spin multiplicity is 2. Its electronic energy is -92776.8071 eV. Its maximum force is 0.05820 hartree/bohr. Its orbital gap (spin up / spin down) is 6.43 / 7.06 eV. Its LUMO energy (spin up / spin down) is 0.013 / 0.003 Eh. The HOMO energy (spin up / spin down) is -6.1 / -7.0 eV. Its energy relative to the best compared isomer or geometry (same formula, charge and spin) is 83.7 kcal/mol.

XYZ file:
```
101
C37H52BN4O2P2RuS2 (wB97M-V/def2-TZVPD)
Ru -0.519 -0.819 -0.326
C -3.165 0.091 4.875
C -1.706 -0.348 4.764
C -1.685 -1.869 4.629
C -0.938 0.031 6.029
P -0.962 0.453 3.210
C 0.861 0.067 3.258
N 1.622 0.012 2.040
B 1.236 -0.005 0.652
N 2.457 -0.309 -0.062
C 2.583 -0.549 -1.476
P 1.124 -1.570 -2.077
C 1.145 -1.130 -3.931
C 2.484 -1.296 -4.646
C 0.719 0.344 -3.967
C 0.056 -1.966 -4.601
C 1.654 -3.380 -1.777
C 2.312 -3.404 -0.397
C 0.323 -4.136 -1.704
C 2.580 -4.049 -2.787
C 3.494 -0.437 0.826
C 4.836 -0.720 0.634
C 5.656 -0.805 1.748
C 5.151 -0.626 3.027
C 3.805 -0.354 3.235
C 2.980 -0.249 2.130
C -1.017 2.337 3.192
C -2.413 2.795 2.776
C -0.027 2.765 2.105
C -0.608 2.972 4.516
H -3.666 -0.518 5.626
H -3.684 -0.053 3.929
H -3.261 1.129 5.183
H -2.106 -2.305 5.534
H -0.680 -2.262 4.508
H -2.288 -2.198 3.788
H -1.297 -0.584 6.854
H -1.091 1.070 6.301
H 0.128 -0.151 5.920
H 0.971 -0.882 3.801
H 1.252 0.858 3.916
H 3.531 -1.046 -1.706
H 2.537 0.405 -2.021
H 3.292 -0.830 -4.086
H 2.429 -0.806 -5.618
H 2.731 -2.339 -4.813
H 1.573 1.011 -3.893
H 0.039 0.570 -3.141
H 0.206 0.565 -4.900
H 0.297 -3.027 -4.593
H -0.073 -1.659 -5.638
H -0.889 -1.821 -4.077
H 1.738 -2.789 0.299
H 3.332 -3.029 -0.431
H 2.339 -4.421 -0.010
H -0.343 -3.635 -0.990
H 0.474 -5.163 -1.372
H -0.171 -4.156 -2.674
H 3.500 -3.484 -2.920
H 2.095 -4.178 -3.751
H 2.846 -5.039 -2.414
H 5.246 -0.883 -0.352
H 6.704 -1.026 1.616
H 5.810 -0.705 3.878
H 3.420 -0.236 4.239
H -2.632 2.445 1.770
H -2.447 3.883 2.775
H -3.190 2.430 3.444
H -0.187 2.186 1.195
H 1.008 2.644 2.416
H -0.186 3.814 1.868
H -1.387 2.887 5.267
H -0.421 4.031 4.349
H 0.311 2.539 4.906
O -3.724 -0.928 1.210
C -2.554 -1.152 1.413
O -1.782 0.121 1.958
C -1.720 -2.281 1.435
C -2.228 -3.587 1.156
C -1.440 -4.677 1.425
C -0.158 -4.488 1.971
C 0.275 -3.190 2.198
N -0.437 -2.103 1.935
H -3.228 -3.676 0.763
H -1.801 -5.674 1.218
H 0.484 -5.327 2.187
H 1.260 -3.003 2.616
S -1.333 1.770 -1.143
C -2.528 0.744 -1.739
N -2.436 -0.561 -1.698
C -3.496 -1.180 -2.291
C -3.699 -2.553 -2.403
C -4.815 -3.011 -3.072
C -5.733 -2.127 -3.630
C -5.562 -0.758 -3.515
C -4.447 -0.295 -2.845
S -3.972 1.357 -2.553
H -2.983 -3.233 -1.961
H -4.982 -4.074 -3.170
H -6.591 -2.514 -4.156
H -6.269 -0.056 -3.930
```

=====

Density functional theory data (wB97M-V/def2-TZVPD) for a 4-piece molecular cluster, C37H52BrN2O overall.

The spin multiplicity is 1. Its electronic energy is -114276.2103 eV. Its maximum force is 0.01644 hartree/bohr. Its orbital gap is 6.95 eV. Its LUMO energy is -0.151 Eh. The HOMO energy is -11.1 eV. As for the charge: +1.

XYZ file:
```
93
C37H52BrN2O (wB97M-V/def2-TZVPD)
C 6.236 -4.822 2.294
O 5.967 -4.594 0.926
C 5.913 -3.234 0.559
C 4.588 -2.599 0.953
C 3.436 -3.112 0.092
C 3.427 -2.646 -1.374
C 3.774 -1.178 -1.667
C 2.589 -0.215 -1.858
C 2.216 0.600 -0.616
C 1.514 -0.306 0.429
C 0.546 0.426 1.291
N 0.974 1.598 1.797
C 0.225 2.400 2.578
C -1.074 2.017 2.868
Br -2.129 3.138 3.946
C -1.566 0.816 2.362
C -0.758 -0.011 1.583
C -1.313 -1.323 1.100
C -0.516 -2.558 1.575
C -1.411 -3.742 1.922
C -2.294 -4.182 0.763
C -3.374 -5.180 1.215
N -4.513 -4.589 1.916
H 5.312 -5.050 2.830
H 6.672 -3.947 2.773
H 6.904 -5.670 2.397
H 6.749 -2.689 1.006
H 6.058 -3.209 -0.519
H 4.665 -1.514 0.988
H 4.388 -2.917 1.977
H 2.493 -2.916 0.600
H 3.534 -4.196 0.080
H 4.064 -3.307 -1.952
H 2.419 -2.814 -1.756
H 4.461 -0.752 -0.940
H 4.308 -1.170 -2.613
H 1.713 -0.725 -2.252
H 2.905 0.510 -2.605
H 1.591 1.441 -0.908
H 3.153 0.967 -0.200
H 2.280 -0.718 1.086
H 1.048 -1.133 -0.082
H 1.917 1.884 1.567
H 0.652 3.315 2.948
H -2.578 0.519 2.584
H -2.304 -1.417 1.539
H -1.467 -1.327 0.027
H 0.119 -2.281 2.416
H 0.151 -2.895 0.784
H -0.748 -4.577 2.145
H -1.977 -3.555 2.834
H -2.767 -3.335 0.266
H -1.679 -4.680 0.012
H -2.888 -5.912 1.856
H -3.742 -5.724 0.352
H -4.189 -4.080 2.729
H -4.938 -3.900 1.306
C -1.999 -3.097 -3.990
C -1.146 -2.489 -3.079
C -1.106 -1.105 -2.985
C -1.920 -0.325 -3.795
C -2.772 -0.934 -4.705
C -2.810 -2.318 -4.804
H -2.029 -4.176 -4.068
H -0.512 -3.097 -2.443
H -0.435 -0.629 -2.278
H -1.889 0.754 -3.719
H -3.407 -0.329 -5.339
H -3.472 -2.791 -5.517
C -7.570 6.686 2.613
C -7.592 5.307 2.463
C -6.481 4.553 2.811
C -5.349 5.180 3.313
C -5.326 6.559 3.465
C -6.437 7.313 3.113
H -8.437 7.274 2.342
H -8.478 4.819 2.077
H -6.498 3.477 2.692
H -4.482 4.590 3.585
H -4.444 7.048 3.860
H -6.420 8.388 3.229
C 2.714 5.351 -4.354
C 1.579 5.825 -3.711
C 1.360 5.524 -2.374
C 2.283 4.753 -1.680
C 3.419 4.281 -2.322
C 3.634 4.577 -3.660
H 2.882 5.587 -5.396
H 0.864 6.431 -4.252
H 0.474 5.893 -1.874
H 2.116 4.524 -0.633
H 4.141 3.683 -1.778
H 4.519 4.208 -4.162
```

=====

The lowest maximum force belongs to which entry? C37H52BrN2O

=====

Which value of maximum force does entry 4 give? 0.05820 hartree/bohr